[1]
Entry from the OMol25 dataset: a structure of composition C25H19N3O5S4V in a non-equilibrium geometry (ωB97M-V/def2-TZVPD).

expectation value of S² = 3.80
energy above the lowest of the compared OMol25 structures with the same formula, charge and spin = 127.4 kcal per mole
Kohn-Sham gap (alpha / beta) = 5.056 / 5.347 eV
HOMO energy (alpha / beta) = -0.547 / -0.842 eV
E_LUMO (alpha / beta) = 0.1657 / 0.1656 hartree

```
! RIJCOSX wB97M-V def2-TZVPD def2/J DEFGRID3
* xyz -2 4
V -0.945 0.056 -0.105
S 1.949 1.620 -0.141
S -2.769 -0.597 -1.480
S -2.778 1.339 1.091
S -1.105 -2.421 0.671
O -0.131 0.305 1.522
O 1.058 -2.712 -2.586
O 2.251 -0.973 -2.232
O -0.205 2.054 3.139
O 0.135 -0.917 -1.894
N 1.759 -1.354 0.726
N 1.164 -1.530 -2.234
N -0.817 1.823 -0.887
C 4.020 -2.817 1.340
C -2.078 -3.135 -0.652
C -0.583 4.408 2.801
C 2.839 0.755 1.206
C 1.715 -2.674 0.730
C -0.880 3.390 -2.682
C -1.376 2.380 1.359
C 2.881 -0.731 1.054
C 1.354 3.709 1.480
C -2.909 -5.119 -1.747
C -0.877 4.225 -0.437
C 0.449 -3.359 0.334
C 2.824 -3.454 1.062
C -0.148 1.576 1.776
C -1.185 3.061 2.749
C -0.833 2.108 -2.174
C -0.664 2.862 0.074
C 4.053 -1.432 1.337
C 0.754 2.536 0.874
C -3.563 -4.320 -2.678
C -0.948 4.462 -1.766
C -2.178 -4.514 -0.740
C -2.750 -2.310 -1.571
C -3.488 -2.951 -2.582
C 0.669 4.616 2.273
H 0.463 -3.529 -0.748
H -3.997 -2.323 -3.297
H -0.951 5.017 0.293
H -0.855 1.243 -2.833
H 0.376 -4.319 0.852
H 2.287 0.993 2.118
H 1.162 5.562 2.482
H -0.932 3.557 -3.747
H -1.102 5.474 -2.129
H -2.080 2.976 3.372
H -1.103 5.184 3.346
H 2.747 -4.532 1.063
H 4.969 -0.900 1.557
H -2.959 -6.199 -1.813
H -1.669 -5.129 -0.010
H 4.912 -3.394 1.562
H -4.126 -4.779 -3.482
H 2.347 3.964 1.136
H 3.847 1.172 1.268
*
```

Löwdin population analysis, charges in e, atoms 1 to 6: atom 1 (V): 0.480, atom 2 (S): 1.009, atom 3 (S): 0.645, atom 4 (S): 0.612, atom 5 (S): 0.992, atom 6 (O): -0.244

[2]
Entry from the OMol25 dataset: a structure of composition C25H19N5O12Ti in a non-equilibrium geometry (ωB97M-V/def2-TZVPD).

expectation value of S² = 0.75
energy above the lowest of the compared OMol25 structures with the same formula, charge and spin = 20.4 kcal per mole
Kohn-Sham gap (alpha / beta) = 6.420 / 7.049 eV
HOMO energy (alpha / beta) = -5.021 / -5.687 eV
E_LUMO (alpha / beta) = 0.0514 / 0.0501 hartree

```
! RIJCOSX wB97M-V def2-TZVPD def2/J DEFGRID3
* xyz -1 2
Ti -0.464 1.050 0.269
O 3.402 -6.491 2.698
O 2.101 -5.421 4.051
O -0.654 3.224 3.528
O 2.780 -3.633 -2.608
O -0.111 2.890 -0.439
O 4.342 -4.680 -1.562
O 1.471 0.556 -0.641
O -0.397 -0.904 0.687
O -0.138 -1.457 2.812
O 1.575 -1.868 -1.017
O -0.460 1.529 2.117
O 1.246 4.097 -1.708
N -2.545 1.534 0.240
N 1.972 2.432 1.368
N -1.258 0.333 -1.754
N 2.641 -5.569 2.965
N 3.259 -4.107 -1.590
C 2.619 -3.864 -0.306
C 3.003 1.491 1.019
C 1.487 -3.553 2.178
C 0.966 3.533 -0.659
C -4.705 0.355 -3.106
C 0.022 2.475 2.836
C -1.237 -0.850 -3.828
C 1.914 3.630 0.569
C 2.934 -4.782 0.675
C 0.147 -1.572 1.615
C -3.266 1.205 -0.826
C 2.809 0.983 -0.415
C 1.177 -2.629 1.197
C -0.598 -0.322 -2.681
C -4.453 2.678 1.087
C -2.585 -0.659 -4.000
C -5.322 1.090 -2.152
C 1.565 2.556 2.735
C -4.616 1.547 -0.991
C -2.580 0.487 -1.893
C 1.758 -2.728 -0.113
C -3.103 2.253 1.158
C 2.351 -4.616 1.926
C -5.211 2.315 0.023
C -3.305 0.044 -3.010
H -6.248 2.607 -0.056
H -0.647 -1.391 -4.552
H 1.956 1.713 3.314
H 0.461 -0.439 -2.524
H -4.851 3.275 1.891
H 1.908 3.495 3.211
H -2.466 2.494 2.010
H 4.024 1.930 1.094
H 1.480 -0.471 -0.736
H 3.050 1.769 -1.146
H -6.365 1.343 -2.241
H 2.919 3.931 0.210
H -5.249 0.007 -3.971
H 1.531 4.451 1.188
H 2.951 0.645 1.708
H 1.030 -3.436 3.150
H 3.476 0.126 -0.603
H 3.609 -5.601 0.470
H -3.101 -1.034 -4.873
*
```

Löwdin population analysis, charges in e, atoms 1 to 6: atom 1 (Ti): 1.156, atom 2 (O): 0.039, atom 3 (O): 0.053, atom 4 (O): 0.052, atom 5 (O): 0.071, atom 6 (O): -0.123

[3]
Entry from the OMol25 dataset: a structure of composition C25H20AgGe in a non-equilibrium geometry (ωB97M-V/def2-TZVPD).

expectation value of S² = 0.76
energy above the lowest of the compared OMol25 structures with the same formula, charge and spin = 180.7 kcal per mole
Kohn-Sham gap (alpha / beta) = 3.249 / 2.933 eV
HOMO energy (alpha / beta) = 1.266 / 1.582 eV
E_LUMO (alpha / beta) = 0.1660 / 0.1659 hartree

```
! RIJCOSX wB97M-V def2-TZVPD def2/J DEFGRID3
* xyz -2 2
Ag 0.455 -1.701 0.053
Ge -0.657 0.385 -0.780
C 2.417 -3.720 1.945
C 3.457 -4.857 4.419
C -3.443 -0.628 -0.577
C 0.664 0.027 -3.247
C 1.567 4.000 1.463
C 2.172 -5.178 3.902
C -4.686 1.532 0.235
C -2.593 0.473 -0.415
C 0.428 1.036 -5.342
C 3.829 -3.457 2.461
C 0.485 3.182 -0.585
C -5.426 0.472 -0.073
C -3.297 1.729 -0.170
C 4.157 -3.955 3.695
C 1.812 -4.692 2.771
C 1.160 0.214 -4.532
C -0.745 1.840 -3.399
C 1.612 -2.957 1.129
C -0.207 2.169 -4.765
C 0.111 2.034 1.537
C -0.322 0.793 -2.577
C 1.270 4.098 0.178
C 0.024 2.037 0.143
C 0.865 2.935 2.222
C -4.748 -0.685 -0.403
H 4.085 -2.371 2.172
H 1.708 5.041 -0.305
H -0.036 1.116 2.188
H 1.647 -5.890 4.504
H -2.982 -1.520 -0.995
H 5.094 -3.571 4.241
H -2.691 2.651 -0.060
H -0.662 3.246 -5.113
H 0.793 2.971 3.313
H -5.442 -1.662 -0.811
H 3.728 -5.575 5.389
H 0.746 -1.081 -2.893
H 0.899 -4.845 2.231
H -6.434 0.343 0.332
H 0.558 3.287 -1.679
H -5.010 2.394 0.660
H 0.796 1.235 -6.729
H 2.006 -0.263 -4.946
H 2.206 4.469 2.000
H -1.367 2.900 -2.788
*
```

Löwdin population analysis, charges in e, atoms 1 to 6: atom 1 (Ag): 0.278, atom 2 (Ge): 0.788, atom 3 (C): -0.492, atom 4 (C): -0.242, atom 5 (C): -0.198, atom 6 (C): -0.153

no.,M (g/mol),E (Eh)
1,620.66,-4041.1928
2,629.32,-2990.3871
3,500.91,-3188.0451